This record from the OMol25 dataset describes C19H35Br9O8S4 as an isolated structure in a non-equilibrium geometry. The level of theory is wB97M-V/def2-TZVPD.

Element x y z (Å)
Br  -2.264  0.314  0.895
C  4.232  6.654  0.169
C  2.994  7.113  -0.697
O  1.931  -3.360  -3.675
H  0.104  3.794  -4.017
H  -0.516  -6.008  -2.292
H  -4.478  -0.796  0.114
C  -4.783  -1.336  -0.782
O  2.701  3.338  -0.495
Br  0.462  -0.777  -0.636
H  -3.384  -4.298  2.233
O  -1.446  4.918  -1.406
H  -1.037  -3.984  4.947
H  -2.074  -1.175  4.298
H  3.843  6.685  1.187
O  -0.222  -2.986  1.823
Br  0.447  2.220  0.822
H  -4.304  -2.044  3.400
C  1.563  -5.849  -2.917
H  2.440  -6.472  -2.744
Br  -5.903  -2.929  -0.333
Br  -5.568  -0.325  -2.233
H  -0.194  1.174  -3.458
C  -1.065  1.815  -3.593
H  1.541  5.576  0.043
H  1.338  -5.726  -3.977
Br  4.627  0.615  5.300
H  0.058  3.066  -2.408
Br  1.639  0.921  3.913
H  -4.166  -3.412  4.226
H  2.491  7.926  -0.173
S  -1.833  4.175  -2.657
S  -1.049  -3.805  2.716
C  -0.283  0.365  0.785
H  -3.872  2.742  -2.628
C  0.481  -6.270  -1.936
H  -2.665  -2.249  5.596
H  -3.054  2.768  -1.093
H  0.100  -3.482  -1.351
H  -1.532  1.045  -1.583
C  -2.363  -2.195  4.550
C  -2.896  -3.339  2.409
H  1.319  -5.873  0.010
O  -2.576  4.955  -3.614
Br  1.892  0.085  7.095
S  3.144  4.522  -1.216
H  -1.404  1.666  -4.618
H  3.357  7.364  -1.693
C  1.039  -3.924  -1.016
H  -0.093  -2.588  4.498
C  -0.518  3.234  -3.318
C  -2.000  1.434  -2.487
Br  -3.066  -2.053  -1.514
H  1.532  -3.291  -0.277
H  -2.883  -2.842  1.439
S  2.134  -4.183  -2.495
O  3.437  4.400  -2.669
H  1.327  5.873  -1.687
H  -0.168  -5.453  0.018
O  -0.750  -5.213  2.722
H  5.430  5.171  -1.081
H  0.467  -7.286  -1.542
C  2.034  5.934  -0.860
H  -2.573  0.640  -2.966
C  2.733  0.027  5.254
H  4.935  4.344  0.195
C  4.620  5.231  -0.355
O  3.523  -4.237  -2.060
C  -3.508  -2.733  3.684
C  -1.063  -3.066  4.361
H  0.028  -0.190  1.670
H  5.005  7.422  0.140
H  2.852  -1.003  4.919
C  -2.891  2.644  -2.163
C  0.642  -5.417  -0.712

Properties
* LUMO level (alpha / beta): 1.3679 / 1.3940 eV
* M: 1238.9 g mol⁻¹
* net charge: -1
* 2S+1: 2
* HOMO-LUMO gap (alpha / beta): 3.0475 / 7.6534 eV
* ⟨S²⟩: 0.755

This record from the OMol25 dataset describes one molecule with the formula C7H16O2 in a non-equilibrium geometry. The level of theory is wB97M-V/def2-TZVPD.

Element x y z (Å)
C  1.514  0.721  -1.777
O  -2.792  -0.021  -1.023
H  -0.119  -0.597  2.431
H  2.349  -0.827  0.344
C  -0.315  0.851  0.174
H  -0.853  1.351  -0.632
C  2.352  0.247  0.550
H  -2.957  -1.337  0.553
H  2.196  0.419  1.619
H  -1.132  -1.032  -1.464
H  3.363  0.604  0.318
C  1.326  0.985  -0.290
C  -2.498  -0.364  0.350
H  -0.406  1.401  1.111
O  -0.489  -1.369  -0.789
H  0.722  -1.805  1.429
C  -0.702  -0.579  0.332
H  1.472  2.059  -0.127
H  1.475  -0.343  -2.024
H  0.770  1.254  -2.376
H  -2.900  0.396  1.025
H  -0.933  -2.069  1.864
H  -3.718  0.259  -1.079
H  2.498  1.078  -2.107
C  -0.223  -1.282  1.587

Properties
* LUMO level: 0.7228 eV
* M: 132.2 g mol⁻¹
* net charge: 0
* SMILES: CC(C)C[C@](C)(O)CO
* HOMO-LUMO gap: 9.6447 eV

This record from the OMol25 dataset describes a 5-piece molecular cluster, C33H74N5O5 overall in a non-equilibrium geometry. The level of theory is wB97M-V/def2-TZVPD.

Element x y z (Å)
C  -4.018  -1.678  2.748
H  1.720  2.640  -4.339
H  1.039  -3.753  -0.176
H  2.453  -2.501  2.295
H  -0.658  -2.200  -0.232
H  -2.339  0.957  3.269
H  6.864  -5.513  1.740
H  -4.103  -2.140  -0.513
H  -0.964  0.056  -2.284
C  2.771  6.680  -5.620
C  -3.130  -1.641  3.979
O  -6.089  2.091  -1.843
C  -5.731  -1.743  0.585
C  1.774  6.109  -4.598
H  1.198  5.323  -5.094
H  -1.050  -1.870  3.425
H  7.343  -5.988  3.400
C  -6.273  -1.491  1.821
H  1.780  -4.443  3.523
C  -5.006  2.525  -1.041
C  2.027  -3.322  1.700
C  0.663  -5.523  2.052
H  2.107  7.225  -2.356
H  0.121  2.338  -5.001
N  -4.423  -1.965  0.435
C  -1.666  0.196  2.832
H  -3.002  -2.686  4.313
H  -1.342  -0.729  4.724
H  -2.533  -2.170  1.278
C  2.786  6.373  -2.450
H  2.890  -3.938  1.387
H  4.185  7.841  -4.421
H  0.560  -0.771  -5.712
H  -0.194  0.678  -6.450
H  5.429  -5.705  4.369
H  -7.337  -1.334  1.968
O  -0.616  -5.877  2.572
H  -4.468  2.988  0.971
C  0.994  1.849  -4.547
C  4.759  -4.895  4.085
H  -2.015  0.030  1.806
H  2.078  -2.330  -0.203
H  2.066  -0.227  -3.413
H  0.406  1.982  -2.501
C  -6.054  4.309  0.474
H  -0.612  0.062  0.281
H  -1.411  0.777  -3.832
H  -0.460  -2.401  1.507
H  6.622  -2.245  2.842
C  3.415  7.990  -5.178
H  -7.296  2.730  -3.354
C  0.276  -0.484  0.639
H  2.545  1.019  -2.533
O  2.379  5.483  -3.476
H  6.994  -3.965  5.315
C  0.044  -2.017  0.607
C  -0.240  0.805  2.870
H  5.857  -3.542  1.935
H  -4.443  3.318  -1.548
H  2.210  6.887  -6.536
H  1.051  6.869  -4.274
H  1.049  -0.286  -0.123
H  -4.335  1.661  -0.970
C  7.578  -5.343  2.551
H  -0.291  1.885  2.673
H  -7.647  3.460  -1.791
H  3.407  4.878  -6.330
C  -0.601  0.285  -3.289
H  0.103  0.722  3.916
H  -7.050  1.783  0.374
H  -5.792  1.052  1.040
H  -5.784  -1.261  3.909
O  1.626  0.991  -5.478
C  0.809  0.066  1.994
H  -6.392  -1.768  -0.280
C  0.632  1.181  -3.211
H  0.330  -3.582  3.059
N  3.830  5.718  -5.943
H  1.583  0.808  1.740
C  -1.653  -5.138  1.961
H  6.547  -2.432  5.403
N  1.751  0.399  -2.675
C  6.371  -3.309  2.878
H  -3.672  -1.109  4.770
H  -1.477  -4.993  0.881
C  -3.583  -1.952  1.477
H  4.665  -2.772  4.044
C  5.450  -3.535  4.089
H  -5.511  5.045  -0.121
N  6.167  -3.373  5.356
C  -1.712  -1.052  3.738
O  7.611  -3.983  2.949
C  1.159  -4.182  2.651
H  -6.211  3.982  -2.725
C  0.750  0.172  -6.231
H  0.680  -5.530  0.948
H  8.574  -5.611  2.198
H  -2.574  -5.721  2.113
N  -6.275  1.945  1.015
H  2.669  8.679  -4.775
H  4.233  5.402  -5.064
H  -6.063  4.659  1.507
H  1.341  -0.730  2.532
C  -5.393  2.938  0.388
C  -6.841  3.132  -2.450
H  -7.089  4.294  0.134
H  -1.801  -4.163  2.470
H  -0.393  -0.667  -3.778
H  3.933  -4.902  4.798
H  1.357  -6.310  2.380
C  -5.397  -1.451  2.909
H  3.805  6.722  -2.625
H  4.348  -5.123  3.097
C  1.326  -2.860  0.400
H  2.784  5.821  -1.510
H  3.893  8.480  -6.027
H  1.243  -0.066  -7.173

Properties
* LUMO level: -4.1363 eV
* M: 621.0 g mol⁻¹
* net charge: +1
* HOMO-LUMO gap: 6.4252 eV